[1]
Molecular formula: C4H4N2O2S
Method: DFT, the ωB97M-V functional and the def2-TZVPD basis

Each line ends with the natural charge from an NBO analysis.
Geometry (Å):
C  0.26  0.74  -3.38  0.0626
C  -0.12  -0.26  0.29  -0.2212
C  -0.96  0.91  -2.86  0.5960
C  0.76  -0.76  2.78  -0.7796
N  1.34  0.58  -3.75  -0.1351
N  -0.83  0.37  -0.59  -0.0091
O  -2.10  1.04  -2.69  -0.2662
O  -2.03  0.59  -0.55  -0.3843
S  -0.79  -0.43  1.95  0.2447
H  0.96  -0.21  0.23  0.2055
H  1.33  -1.57  2.32  0.2160
H  0.81  -1.01  3.87  0.2550
H  1.38  0.01  2.39  0.2156

The value obtained for the LUMO energy is -1.84 eV. The value obtained for the maximum force is 0.0777 hartree/bohr. The frontier orbital gap is 0.2305 Eh.

---

[2]
Molecular formula: C4H4N2O3
Method: DFT, the ωB97M-V functional and the def2-TZVPD basis

Each line ends with the natural charge from an NBO analysis.
Geometry (Å):
C  1.02  0.79  -0.46  -0.3370
C  2.34  0.26  -0.55  -0.0394
C  0.33  -0.22  0.11  0.2739
C  -1.11  -0.45  0.47  0.0827
N  2.42  -0.85  0.02  -0.1052
N  -1.94  -0.88  -0.64  0.1508
O  -1.62  0.67  1.16  -0.6909
O  1.19  -1.18  0.42  -0.2597
O  -3.01  -0.33  -0.77  -0.2715
H  0.62  1.73  -0.77  0.2410
H  3.31  0.56  -0.91  0.2307
H  -1.30  -1.17  1.28  0.2490
H  -2.25  1.07  0.64  0.4757

The value obtained for the LUMO energy is -0.88 eV. As for the SMILES: O=N[C@H](O)c1ccno1. The value obtained for the maximum force is 0.0657 hartree/bohr. The frontier orbital gap is 0.3371 Eh.

---

[3]
Molecular formula: C4H4N2OS
Method: DFT, the ωB97M-V functional and the def2-TZVPD basis

Each line ends with the natural charge from an NBO analysis.
Geometry (Å):
C  0.64  0.55  -0.72  0.1597
C  -0.65  0.99  -0.25  -0.6001
C  -1.50  -0.14  0.26  0.6707
C  0.47  -1.23  0.71  0.3014
H  -1.19  1.51  -0.94  0.2783
H  -0.42  1.41  0.79  0.2734
H  1.06  -2.03  1.22  0.1865
H  2.31  -0.70  -0.08  0.4473
N  -0.76  -1.17  0.92  -0.5058
N  1.17  -0.59  -0.27  -0.6088
O  -2.64  -0.21  0.06  -0.4959
S  1.52  1.62  -1.71  -0.1066

The value obtained for the LUMO energy is -0.87 eV. As for the SMILES: O=C1CC(=S)NC=N1. The value obtained for the maximum force is 0.1154 hartree/bohr. The frontier orbital gap is 0.3004 Eh.

---

[4]
Molecular formula: C4H4N2OS
Method: DFT, the ωB97M-V functional and the def2-TZVPD basis

Each line ends with the natural charge from an NBO analysis.
Geometry (Å):
C  2.38  -1.46  -0.14  -0.6968
C  1.18  -0.72  0.17  0.2153
C  -1.01  -0.06  -0.08  0.0783
C  0.99  0.88  0.17  0.6062
H  3.09  -0.36  -0.61  0.2874
H  2.31  -2.48  -0.73  0.2885
H  2.74  -1.70  1.06  0.2648
H  -0.89  1.92  -0.41  0.4513
N  -0.11  -1.12  0.05  -0.4389
N  -0.36  1.08  0.03  -0.6240
O  1.82  1.83  -0.05  -0.5597
S  -2.48  -0.22  -0.01  0.1275

The value obtained for the LUMO energy is -1.51 eV. The value obtained for the maximum force is 0.1597 hartree/bohr. The frontier orbital gap is 0.2857 Eh.

---

[5]
Molecular formula: C4H4N2S
Method: DFT, the ωB97M-V functional and the def2-TZVPD basis

Each line ends with the natural charge from an NBO analysis.
Geometry (Å):
C  -0.11  -0.33  -0.07  0.1725
C  -0.50  1.03  -0.05  -0.2030
C  -1.89  1.10  0.02  -0.3127
C  -2.31  -0.29  0.02  0.0171
H  0.27  1.85  -0.21  0.2553
H  -2.73  1.79  0.05  0.2403
H  -3.40  -0.64  0.19  0.2248
H  -1.23  -2.08  0.39  0.4384
N  1.08  -0.81  -0.17  -0.4808
N  -1.24  -1.09  -0.01  -0.4828
S  2.31  0.21  0.08  0.1308

The value obtained for the LUMO energy is -1.28 eV. As for the SMILES: S=Nc1ccc[nH]1. The value obtained for the maximum force is 0.0661 hartree/bohr. The frontier orbital gap is 0.2449 Eh.

---

[6]
Molecular formula: C4H4N2S
Method: DFT, the ωB97M-V functional and the def2-TZVPD basis

Each line ends with the natural charge from an NBO analysis.
Geometry (Å):
C  0.66  0.03  2.05  -0.0910
C  -0.36  -0.10  0.12  0.0344
C  0.14  1.20  0.03  -0.1326
C  -0.87  -0.52  -1.19  -0.2947
N  -0.03  -0.69  1.27  -0.4306
N  -0.18  0.47  -2.02  -0.4081
S  1.26  1.54  1.39  0.3470
H  1.16  -0.25  2.94  0.2128
H  -0.51  -1.43  -1.36  0.2205
H  -2.06  -0.48  -1.32  0.2122
H  0.80  0.22  -1.91  0.3302

The value obtained for the LUMO energy (spin up / spin down) is -1.41 / -1.42 eV. The value obtained for the maximum force is 0.0928 hartree/bohr. The frontier orbital gap (spin up / spin down) is 0.2897 / 0.2893 Eh.